A structure of composition C8H12O, computed with wB97M-V/def2-TZVPD.

ORCA input file:
```
! wB97M-V def2-TZVPD RIJCOSX def2/J DEFGRID3
* xyz 0 1
H 1.565 2.149 -0.680
H 2.017 -0.495 -1.915
H 0.081 0.239 2.362
C -1.454 -0.935 0.497
C 0.441 -1.010 0.596
H 0.380 -1.064 -2.163
H 0.411 -1.475 2.679
C -1.326 0.230 -0.263
C 0.969 -0.208 -1.840
H 0.773 0.606 -2.539
H -3.035 1.211 -0.890
C -1.949 1.191 -0.905
H -1.698 -1.851 -0.031
C 1.107 1.440 0.002
O 0.921 -2.091 0.181
H 1.103 1.732 1.043
H 1.739 -0.396 2.188
C 0.678 -0.621 2.059
C 0.660 0.220 -0.419
H -1.978 -0.852 1.445
H -1.407 1.981 -1.406
*
```

As for the lowest unoccupied orbital energy (alpha / beta): -1.02 / -1.02 eV. For the energy relative to the best compared isomer or geometry (same formula, charge and spin), the calculation gives 124.2 kcal/mol. As for the total energy: -10532.57709 eV. Its HOMO energy (alpha / beta) is -8.1 / -8.1 eV.